Here is a 2-piece molecular cluster, C3H9N2 overall from the Open Molecules 2025 dataset. Energies are from ωB97M-V with the def2-TZVPD basis set.

The geometry in ORCA input format:
```
! wB97M-V def2-TZVPD RIJCOSX def2/J DEFGRID3
* xyz 0 2
C 1.49832 0.84165 -0.55824
C 1.05262 -0.57821 1.29543
N 0.53605 0.08948 0.32115
H 1.61441 1.89713 -0.26919
H 1.22500 0.80201 -1.62745
H 2.47948 0.35748 -0.49267
H 0.37474 -1.27354 1.85645
H 2.13107 -0.59236 1.47965
C -1.42201 0.29330 -0.29177
N -2.16169 -0.82502 -0.39834
H -1.52044 0.88354 0.65436
H -1.21958 0.85678 -1.26051
H -2.05575 -1.49034 -1.19076
H -2.53224 -1.26189 0.48190
*
```

Values from the calculation:
- largest force on an atom (eV/Å) = 6.80
- HOMO energy (spin up / spin down) (eV) = -4.08 / -8.99
- <S²> = 0.75
- frontier orbital gap (spin up / spin down) (eV) = 4.85 / 9.72
- lowest unoccupied orbital energy (spin up / spin down) (hartree) = 0.0283 / 0.0270
- energy above the lowest of the compared OMol25 structures with the same formula, charge and spin (kcal/mol) = 58.4
- energy (eV) = -6232.715